(1)
The following is a quantum chemistry calculation of C5H9NO as an isolated structure, from the OMol25 dataset.

Relative energy (zero: lowest compared OMol25 entry of this formula, charge and spin)   90.00 kcal per mole
HOMO energy   -9.029 eV
Frontier orbital gap   9.9 eV
LUMO energy   0.905 eV

Structure (XYZ):
```
16
Properties=species:S:1:pos:R:3:forces:R:3:mulliken_charge:R:1
C -1.09944 1.02541 0.02366 0.64 1.13 -0.23 -1.06
C 0.24620 0.66950 -1.20441 -0.94 0.32 0.61 -0.10
C 1.37808 0.13125 -0.35743 -0.02 0.16 0.02 -0.59
N 0.52013 -1.01096 -0.00813 -0.32 -0.26 -0.14 -0.07
C 0.29295 -1.23659 1.41068 -0.18 -0.27 0.00 -0.88
C -0.47744 -0.57492 -1.04129 0.59 -1.65 -0.29 0.43
O -1.46643 -1.01975 -1.56747 0.63 -0.82 0.56 -0.63
H -1.67802 0.20226 0.53036 1.06 0.38 -1.01 0.33
H -1.87632 1.61734 -0.44732 0.34 0.39 -0.20 0.35
H -0.56037 1.50958 0.82121 0.00 0.68 0.10 0.38
H 0.48452 1.11866 -2.19577 -1.13 0.39 0.94 0.35
H 2.25821 -0.19918 -0.92905 -0.27 0.24 -0.02 0.31
H 1.72321 0.79077 0.45117 -0.23 -0.35 0.10 0.28
H 0.28732 -0.30220 2.00738 -0.05 -0.25 -0.35 0.30
H -0.66761 -1.73317 1.54735 0.03 -0.10 0.04 0.34
H 1.07840 -1.87500 1.83124 -0.15 0.01 -0.12 0.28
```
Forces are in eV/Å.


(2)
The following is a quantum chemistry calculation of one molecule with the formula C5H6O, from the OMol25 dataset.

Relative energy (zero: lowest compared OMol25 entry of this formula, charge and spin)   61.18 kcal per mole
HOMO energy   -9.673 eV
Frontier orbital gap   10.4 eV
SMILES string   C=C1C[C@H]1C=O
LUMO energy   0.723 eV

Structure (XYZ):
```
12
Properties=species:S:1:pos:R:3:forces:R:3:mulliken_charge:R:1
C -1.57967 1.31902 0.12835 0.48 -4.70 -1.90 -0.76
C -0.73592 0.23901 0.05041 -1.10 3.33 1.37 0.25
C -0.46511 -1.13822 -0.07466 0.13 0.82 0.93 -0.61
C 0.63498 -0.23694 0.50942 -0.73 -0.97 0.99 -0.06
C 1.76483 -0.03030 -0.35300 1.42 1.38 1.64 -0.11
O 2.83085 0.40269 0.02738 -0.06 -0.31 -0.11 -0.50
H -1.16215 2.24779 0.12934 0.97 2.54 0.89 0.33
H -2.60893 1.23092 -0.25575 0.53 -0.07 0.36 0.25
H -0.91904 -1.72608 0.63797 -0.92 -1.61 1.33 0.26
H -0.30068 -1.56275 -0.99301 0.29 -0.97 -2.21 0.26
H 0.93793 -0.50821 1.55199 -0.72 1.02 -0.75 0.33
H 1.60289 -0.23693 -1.35845 -0.29 -0.47 -2.52 0.37
```
Forces are in eV/Å.


Q: The lowest HOMO energy belongs to which entry?
A: C5H6O


Q: What is the LUMO energy in the first record?
A: 0.905 eV


Q: Among the records above, which one has the highest HOMO energy?
A: C5H9NO


Q: Number 2 is which compound?
A: C5H6O